# 1
ORCA calculation (the ωB97M-V functional and the def2-TZVPD basis) on a cluster of 2 separate species, C4H12 in total in a non-equilibrium geometry.

Geometry (Å):
C1 -0.479 -1.469 -1.201
C2 -1.486 -0.357 -1.507
H1 -0.525 -2.345 -1.845
H2 0.535 -1.077 -1.339
H3 -0.555 -1.758 -0.157
H4 -2.447 -0.803 -1.728
H5 -1.505 0.354 -0.683
H6 -1.258 0.333 -2.330
C3 0.989 1.572 0.977
C4 0.965 0.230 1.729
H7 0.039 2.085 1.093
H8 1.773 2.221 1.381
H9 1.296 1.435 -0.059
H10 0.697 -0.474 0.941
H11 0.315 0.278 2.594
H12 1.961 -0.114 2.013

Calculated values
relative energy (zero: lowest compared OMol25 entry of this formula, charge and spin): 0.360 eV
charge: 0
SMILES: CC.CC
E_LUMO: 0.04369 Ha
HOMO-LUMO gap: 12.593 eV
strongest force on any atom: 1.5 eV Å⁻¹



# 2
ORCA calculation (the ωB97M-V functional and the def2-TZVPD basis) on a cluster of 2 separate species, C4H12 in total in a non-equilibrium geometry.

Geometry (Å):
C1 -0.732 1.055 -2.227
C2 0.496 0.728 -1.413
H1 -0.661 1.020 -3.311
H2 -1.622 0.529 -1.895
H3 -1.000 2.110 -2.077
H4 0.241 0.645 -0.389
H5 1.276 1.481 -1.542
H6 1.045 -0.187 -1.646
C3 -0.654 -0.786 1.914
C4 0.855 -1.045 1.769
H7 -1.040 -0.793 2.930
H8 -0.918 0.175 1.476
H9 -1.130 -1.573 1.330
H10 1.466 -0.938 2.643
H11 1.073 -2.046 1.399
H12 1.306 -0.375 1.039

Calculated values
relative energy (zero: lowest compared OMol25 entry of this formula, charge and spin): 0.342 eV
charge: 0
SMILES: CC.CC
E_LUMO: 0.04277 Ha
HOMO-LUMO gap: 12.708 eV
strongest force on any atom: 1.4 eV Å⁻¹



# 3
ORCA calculation (the ωB97M-V functional and the def2-TZVPD basis) on a cluster of 2 separate species, C4H12 in total in a non-equilibrium geometry.

Geometry (Å):
C1 2.190 -0.148 1.413
C2 0.778 -0.424 1.928
H1 2.290 0.407 0.487
H2 2.687 0.449 2.194
H3 2.840 -1.022 1.445
H4 0.832 -0.946 2.882
H5 0.200 -1.022 1.227
H6 0.300 0.531 2.140
C3 -2.188 0.126 -1.915
C4 -0.773 0.441 -1.446
H7 -2.804 1.020 -2.017
H8 -2.289 -0.437 -2.846
H9 -2.705 -0.544 -1.221
H10 -0.196 0.762 -2.313
H11 -0.774 1.143 -0.619
H12 -0.337 -0.501 -1.103

Calculated values
relative energy (zero: lowest compared OMol25 entry of this formula, charge and spin): 0.234 eV
charge: 0
SMILES: CC.CC
E_LUMO: 0.04294 Ha
HOMO-LUMO gap: 12.830 eV
strongest force on any atom: 1.8 eV Å⁻¹



# 4
ORCA calculation (the ωB97M-V functional and the def2-TZVPD basis) on a cluster of 2 separate species, C4H12 in total in a non-equilibrium geometry.

Geometry (Å):
C1 1.334 0.310 -2.195
C2 -0.111 0.293 -2.702
H1 1.469 -0.151 -1.239
H2 1.900 -0.321 -2.880
H3 1.769 1.304 -2.267
H4 -0.169 0.598 -3.752
H5 -0.611 -0.647 -2.511
H6 -0.641 1.160 -2.288
C3 -0.694 0.284 1.957
C4 -0.596 -0.905 2.968
H7 -0.667 1.203 2.530
H8 0.051 0.349 1.164
H9 -1.603 -0.026 1.437
H10 0.163 -1.658 2.750
H11 -1.544 -1.348 3.225
H12 -0.052 -0.446 3.803

Calculated values
relative energy (zero: lowest compared OMol25 entry of this formula, charge and spin): 0.738 eV
charge: 0
SMILES: CC.CC
E_LUMO: 0.04005 Ha
HOMO-LUMO gap: 12.552 eV
strongest force on any atom: 2.9 eV Å⁻¹



# 5
ORCA calculation (the ωB97M-V functional and the def2-TZVPD basis) on a cluster of 2 separate species, C4H12 in total.

Geometry (Å):
C1 -1.426 0.521 -1.220
C2 -0.643 1.203 -2.340
H1 -2.385 0.206 -1.614
H2 -0.917 -0.373 -0.868
H3 -1.516 1.169 -0.345
H4 -0.694 0.708 -3.309
H5 0.412 1.268 -2.093
H6 -0.973 2.227 -2.518
C3 1.389 -0.220 1.974
C4 0.699 -1.525 1.588
H7 0.630 0.534 2.171
H8 1.983 -0.329 2.880
H9 1.993 0.187 1.169
H10 -0.139 -1.715 2.264
H11 0.245 -1.463 0.600
H12 1.341 -2.398 1.660

Calculated values
relative energy (zero: lowest compared OMol25 entry of this formula, charge and spin): 0.105 eV
charge: 0
SMILES: CC.CC
E_LUMO: 0.04223 Ha
HOMO-LUMO gap: 12.884 eV
strongest force on any atom: 0.6 eV Å⁻¹



# 6
ORCA calculation (the ωB97M-V functional and the def2-TZVPD basis) on a cluster of 2 separate species, C4H12 in total in a non-equilibrium geometry.

Geometry (Å):
C1 1.938 -1.122 -0.044
C2 2.496 0.308 -0.481
H1 1.664 -1.568 -1.002
H2 2.742 -1.633 0.454
H3 0.975 -0.857 0.382
H4 2.230 0.483 -1.518
H5 2.117 1.013 0.240
H6 3.583 0.367 -0.430
C3 -2.483 0.698 0.967
C4 -2.018 0.015 -0.345
H7 -2.313 1.765 0.866
H8 -3.462 0.409 1.331
H9 -1.757 0.334 1.706
H10 -1.920 -1.062 -0.312
H11 -2.699 0.364 -1.130
H12 -1.092 0.488 -0.684

Calculated values
relative energy (zero: lowest compared OMol25 entry of this formula, charge and spin): 0.681 eV
charge: 0
SMILES: CC.CC
E_LUMO: 0.04031 Ha
HOMO-LUMO gap: 12.668 eV
strongest force on any atom: 3.4 eV Å⁻¹



# 7
ORCA calculation (the ωB97M-V functional and the def2-TZVPD basis) on a cluster of 2 separate species, C4H12 in total in a non-equilibrium geometry.

Geometry (Å):
C1 -0.274 -1.535 -2.005
C2 0.134 -0.165 -2.166
H1 -0.024 -2.009 -0.906
H2 -1.376 -1.613 -2.226
H3 0.266 -2.331 -2.504
H4 -0.191 0.561 -1.452
H5 1.076 0.067 -2.088
H6 -0.125 0.050 -3.244
C3 -0.041 0.460 1.434
C4 0.143 1.240 2.756
H7 -0.961 -0.162 1.453
H8 -0.024 1.247 0.616
H9 0.864 -0.230 1.090
H10 0.892 0.882 3.570
H11 -0.859 1.391 3.265
H12 0.500 2.148 2.408

Calculated values
relative energy (zero: lowest compared OMol25 entry of this formula, charge and spin): 1.747 eV
charge: 0
SMILES: CC.CC
E_LUMO: 0.04084 Ha
HOMO-LUMO gap: 12.077 eV
strongest force on any atom: 5.9 eV Å⁻¹



# 8
ORCA calculation (the ωB97M-V functional and the def2-TZVPD basis) on a cluster of 2 separate species, C4H12 in total in a non-equilibrium geometry.

Geometry (Å):
C1 1.727 0.219 -0.721
C2 2.420 1.562 -0.517
H1 1.796 -0.486 0.107
H2 0.693 0.430 -0.941
H3 2.072 -0.378 -1.571
H4 2.131 2.298 -1.255
H5 3.509 1.434 -0.572
H6 2.316 1.861 0.526
C3 -1.743 -0.194 0.611
C4 -2.418 -1.546 0.622
H7 -1.276 0.095 1.553
H8 -0.937 -0.139 -0.114
H9 -2.413 0.616 0.318
H10 -3.152 -1.665 -0.176
H11 -1.755 -2.412 0.576
H12 -2.973 -1.697 1.554

Calculated values
relative energy (zero: lowest compared OMol25 entry of this formula, charge and spin): 0.283 eV
charge: 0
SMILES: CC.CC
E_LUMO: 0.04274 Ha
HOMO-LUMO gap: 12.480 eV
strongest force on any atom: 1.9 eV Å⁻¹



# 9
ORCA calculation (the ωB97M-V functional and the def2-TZVPD basis) on a cluster of 2 separate species, C4H12 in total in a non-equilibrium geometry.

Geometry (Å):
C1 0.169 -1.974 1.081
C2 0.369 -1.252 2.394
H1 -0.360 -1.307 0.282
H2 1.085 -2.387 0.604
H3 -0.525 -2.847 1.033
H4 1.340 -1.595 2.856
H5 -0.430 -1.496 3.096
H6 0.360 -0.226 2.382
C3 -0.432 0.879 -1.893
C4 -0.098 2.350 -1.578
H7 0.402 0.547 -2.563
H8 -0.421 0.145 -1.092
H9 -1.437 0.793 -2.324
H10 0.708 2.526 -0.884
H11 0.143 3.060 -2.383
H12 -0.913 2.768 -1.029

Calculated values
relative energy (zero: lowest compared OMol25 entry of this formula, charge and spin): 0.763 eV
charge: 0
SMILES: CC.CC
E_LUMO: 0.03991 Ha
HOMO-LUMO gap: 12.397 eV
strongest force on any atom: 3.6 eV Å⁻¹



# 10
ORCA calculation (the ωB97M-V functional and the def2-TZVPD basis) on a cluster of 2 separate species, C4H12 in total in a non-equilibrium geometry.

Geometry (Å):
C1 0.828 0.105 1.202
C2 1.335 0.262 2.638
H1 0.712 -0.996 1.011
H2 -0.186 0.501 1.136
H3 1.566 0.478 0.502
H4 1.841 1.221 2.821
H5 2.163 -0.435 2.822
H6 0.504 -0.002 3.274
C3 -1.209 0.350 -2.478
C4 -1.059 -0.746 -1.342
H7 -0.444 1.112 -2.281
H8 -0.856 -0.165 -3.402
H9 -2.107 0.958 -2.490
H10 -0.958 -0.214 -0.406
H11 -2.014 -1.232 -1.346
H12 -0.116 -1.198 -1.661

Calculated values
relative energy (zero: lowest compared OMol25 entry of this formula, charge and spin): 0.860 eV
charge: 0
SMILES: CC.CC
E_LUMO: 0.04059 Ha
HOMO-LUMO gap: 12.550 eV
strongest force on any atom: 3.2 eV Å⁻¹



# 11
ORCA calculation (the ωB97M-V functional and the def2-TZVPD basis) on a cluster of 2 separate species, C4H12 in total in a non-equilibrium geometry.

Geometry (Å):
C1 -2.098 0.866 0.985
C2 -1.253 0.613 2.220
H1 -2.407 0.040 0.404
H2 -3.132 1.319 1.183
H3 -1.759 1.554 0.168
H4 -0.796 1.534 2.430
H5 -0.522 -0.175 1.980
H6 -1.999 0.392 3.079
C3 1.662 -0.910 -2.347
C4 1.843 -0.639 -0.727
H7 2.583 -0.656 -2.933
H8 1.297 -1.958 -2.458
H9 0.985 -0.326 -2.795
H10 2.356 -1.471 -0.310
H11 2.304 0.344 -0.624
H12 0.934 -0.528 -0.255

Calculated values
relative energy (zero: lowest compared OMol25 entry of this formula, charge and spin): 1.117 eV
charge: 0
SMILES: CC.CC
E_LUMO: 0.03930 Ha
HOMO-LUMO gap: 12.637 eV
strongest force on any atom: 4.6 eV Å⁻¹



# 12
ORCA calculation (the ωB97M-V functional and the def2-TZVPD basis) on a cluster of 2 separate species, C4H12 in total in a non-equilibrium geometry.

Geometry (Å):
C1 1.706 0.176 -1.346
C2 0.282 0.215 -1.879
H1 2.341 -0.477 -1.958
H2 2.101 1.197 -1.330
H3 1.893 -0.328 -0.398
H4 0.065 -0.116 -2.896
H5 -0.104 1.246 -1.854
H6 -0.420 -0.282 -1.223
C3 -1.062 0.586 1.695
C4 -0.954 -0.952 1.542
H7 -1.760 0.861 2.479
H8 -0.077 0.882 2.051
H9 -1.296 1.015 0.716
H10 -0.719 -1.403 2.501
H11 -0.173 -1.195 0.798
H12 -1.823 -1.424 1.103

Calculated values
relative energy (zero: lowest compared OMol25 entry of this formula, charge and spin): 0.389 eV
charge: 0
SMILES: CC.CC
E_LUMO: 0.04412 Ha
HOMO-LUMO gap: 12.849 eV
strongest force on any atom: 1.5 eV Å⁻¹



# 13
ORCA calculation (the ωB97M-V functional and the def2-TZVPD basis) on a cluster of 2 separate species, C4H12 in total in a non-equilibrium geometry.

Geometry (Å):
C1 0.439 0.077 -2.017
C2 -0.430 -1.108 -2.489
H1 0.222 1.033 -2.490
H2 0.250 0.273 -0.970
H3 1.484 -0.233 -2.040
H4 -1.354 -0.811 -2.927
H5 -0.549 -1.738 -1.618
H6 0.142 -1.821 -3.088
C3 0.142 -0.194 2.241
C4 -0.172 1.300 2.220
H7 0.285 -0.657 3.215
H8 -0.651 -0.685 1.673
H9 1.022 -0.453 1.646
H10 -0.358 1.563 1.181
H11 0.592 1.949 2.652
H12 -1.064 1.504 2.811

Calculated values
relative energy (zero: lowest compared OMol25 entry of this formula, charge and spin): 0.374 eV
charge: 0
SMILES: CC.CC
E_LUMO: 0.04089 Ha
HOMO-LUMO gap: 12.551 eV
strongest force on any atom: 1.9 eV Å⁻¹



# 14
ORCA calculation (the ωB97M-V functional and the def2-TZVPD basis) on a cluster of 2 separate species, C4H12 in total in a non-equilibrium geometry.

Geometry (Å):
C1 -0.067 -0.187 1.458
C2 -0.392 -0.838 2.820
H1 0.030 -0.921 0.677
H2 -0.920 0.464 1.251
H3 0.797 0.468 1.554
H4 -0.719 -0.075 3.521
H5 0.514 -1.270 3.251
H6 -1.092 -1.659 2.684
C3 0.697 -0.044 -1.876
C4 -0.250 1.062 -2.411
H7 0.907 -0.834 -2.593
H8 1.636 0.346 -1.484
H9 0.190 -0.481 -1.025
H10 -0.517 0.839 -3.441
H11 0.204 2.048 -2.375
H12 -1.169 1.037 -1.830

Calculated values
relative energy (zero: lowest compared OMol25 entry of this formula, charge and spin): 0.359 eV
charge: 0
SMILES: CC.CC
E_LUMO: 0.04307 Ha
HOMO-LUMO gap: 12.694 eV
strongest force on any atom: 1.7 eV Å⁻¹



# 15
ORCA calculation (the ωB97M-V functional and the def2-TZVPD basis) on a cluster of 2 separate species, C4H12 in total in a non-equilibrium geometry.

Geometry (Å):
C1 -0.523 -0.723 -0.840
C2 -0.800 -1.462 -2.137
H1 -1.351 -0.468 -0.173
H2 0.068 -1.190 -0.071
H3 -0.071 0.250 -0.926
H4 -1.818 -1.179 -2.507
H5 -0.833 -2.522 -1.902
H6 -0.162 -1.118 -2.946
C3 1.364 1.122 1.096
C4 -0.041 0.989 1.724
H7 1.395 1.728 0.198
H8 2.043 1.543 1.853
H9 1.822 0.166 0.851
H10 -0.853 1.144 1.032
H11 -0.208 1.712 2.528
H12 -0.032 0.008 2.220

Calculated values
relative energy (zero: lowest compared OMol25 entry of this formula, charge and spin): 0.621 eV
charge: 0
SMILES: CC.CC
E_LUMO: 0.04136 Ha
HOMO-LUMO gap: 12.281 eV
strongest force on any atom: 1.9 eV Å⁻¹



# 16
ORCA calculation (the ωB97M-V functional and the def2-TZVPD basis) on a cluster of 2 separate species, C4H12 in total in a non-equilibrium geometry.

Geometry (Å):
C1 -0.585 0.042 2.649
C2 0.708 0.921 2.552
H1 -1.338 0.838 3.060
H2 -0.946 -0.503 1.835
H3 -0.554 -0.664 3.516
H4 1.391 0.112 2.347
H5 0.935 1.490 3.454
H6 0.663 1.503 1.606
C3 0.595 -0.723 -2.975
C4 -0.642 -0.170 -2.331
H7 0.769 -0.151 -3.876
H8 1.558 -0.739 -2.374
H9 0.646 -1.820 -3.174
H10 -1.220 -1.008 -1.875
H11 -1.402 0.402 -2.963
H12 -0.577 0.468 -1.452

Calculated values
relative energy (zero: lowest compared OMol25 entry of this formula, charge and spin): 1.149 eV
charge: 0
SMILES: CC.CC
E_LUMO: 0.03752 Ha
HOMO-LUMO gap: 12.048 eV
strongest force on any atom: 5.7 eV Å⁻¹